(1)
Below is C3H3FO2Zn as an isolated structure, with properties calculated with the ωB97M-V functional and the def2-TZVPD basis.

```
10
C3H3FO2Zn (the ωB97M-V functional and the def2-TZVPD basis)
F 2.007 -0.924 -2.605
H 2.903 -1.272 -2.427
H -0.257 2.068 -0.003
O -1.414 0.588 0.932
O 0.289 -0.722 0.874
C -0.560 1.023 -0.171
C 0.566 0.094 -0.132
C -0.881 -0.387 1.516
H -1.127 0.954 -1.120
Zn -1.526 -1.421 3.136
```

total charge: +2
E_LUMO: -13.5 eV
highest occupied orbital energy: -18.3397 eV

---

(2)
Below is C3H3FO3 as an isolated structure, with properties calculated with the ωB97M-V functional and the def2-TZVPD basis.

```
10
C3H3FO3 (the ωB97M-V functional and the def2-TZVPD basis)
C -0.142 -0.814 -0.624
C 1.315 0.339 -0.047
C -1.240 -0.614 0.322
O 0.108 -1.330 -1.623
O 2.163 -0.370 0.409
O 0.833 1.357 -0.416
F 1.598 3.086 0.082
H -1.817 0.271 0.166
H -0.938 -0.531 1.283
H -1.881 -1.394 0.450
```

total charge: 0
E_LUMO (alpha / beta): -1.7 / -2.1 eV
highest occupied orbital energy (alpha / beta): -11.8958 / -9.0846 eV

---

(3)
Below is C3H3FO4Sn as an isolated structure, with properties calculated with the ωB97M-V functional and the def2-TZVPD basis.

```
12
C3H3FO4Sn (the ωB97M-V functional and the def2-TZVPD basis)
C -1.644 -0.877 0.614
C -1.003 0.431 0.325
O 0.351 0.319 0.198
O -2.870 -1.070 0.767
H -1.091 -1.830 0.642
H -1.289 1.164 1.113
H -1.435 0.854 -0.610
F -3.598 0.107 0.642
C 1.483 0.285 -1.578
O 2.610 0.028 -1.395
Sn 4.980 0.868 -0.315
O 3.505 -0.280 -0.403
```

total charge: +3
E_LUMO (alpha / beta): -15.0 / -15.8 eV
multiplicity: 2
highest occupied orbital energy (alpha / beta): -24.7014 / -24.1254 eV

---

(4)
Below is an isolated molecule of C3H3FOS, with properties calculated with the ωB97M-V functional and the def2-TZVPD basis.

```
9
C3H3FOS (the ωB97M-V functional and the def2-TZVPD basis)
O 0.758 -1.756 1.159
C 0.468 -0.693 0.662
S 1.554 0.615 0.881
C -0.754 -0.265 -0.088
C -0.922 0.606 -1.122
F 0.008 1.580 -1.508
H 2.569 -0.043 1.552
H -1.800 -0.750 0.136
H -1.882 0.707 -1.672
```

total charge: 0
SMILES string: O=C(S)/C=C\F
E_LUMO: 0.0 eV
highest occupied orbital energy: -10.0357 eV

---

(5)
Below is a 2-piece molecular cluster, C3H3FP2 overall, with properties calculated with the ωB97M-V functional and the def2-TZVPD basis.

```
9
C3H3FP2 (the ωB97M-V functional and the def2-TZVPD basis)
C -1.444 0.740 0.445
C -1.096 0.899 -0.849
C 0.895 -0.323 -0.215
F -2.206 2.766 -2.201
P -0.243 -0.171 1.282
P 0.217 0.460 -1.785
H -2.345 1.111 0.899
H 1.829 0.200 0.026
H 1.161 -1.369 -0.381
```

total charge: 0
E_LUMO (alpha / beta): -2.3 / -2.3 eV
highest occupied orbital energy (alpha / beta): -9.5591 / -9.5595 eV

---

(6)
Below is an isolated molecule of C3H3FP2, with properties calculated with the ωB97M-V functional and the def2-TZVPD basis.

```
9
C3H3FP2 (the ωB97M-V functional and the def2-TZVPD basis)
C -0.206 -1.127 0.175
C 0.636 1.582 -0.001
C -1.470 -0.800 0.046
F -2.659 -1.389 -0.199
P -0.952 2.092 -0.118
P 1.218 -0.030 0.413
H -0.024 -2.231 0.370
H 1.504 2.204 0.248
H 1.951 -0.299 -0.934
```

total charge: 0
E_LUMO (alpha / beta): -0.8 / -0.5 eV
highest occupied orbital energy (alpha / beta): -8.7162 / -8.3310 eV

---

(7)
Below is an isolated molecule of C3H3FP2, with properties calculated with the ωB97M-V functional and the def2-TZVPD basis.

```
9
C3H3FP2 (the ωB97M-V functional and the def2-TZVPD basis)
C 1.162 1.307 -0.356
C 2.227 0.604 -0.059
C -0.779 -0.470 0.238
F 3.359 1.071 0.451
P -0.203 0.266 -1.168
P 2.396 -1.152 -0.332
H 1.104 2.394 -0.045
H -0.337 -0.188 1.182
H -1.596 -1.216 0.244
```

total charge: 0
E_LUMO (alpha / beta): -1.4 / -1.6 eV
highest occupied orbital energy (alpha / beta): -8.1973 / -8.1413 eV

---

(8)
Below is an isolated molecule of C3H3FS2, with properties calculated with the ωB97M-V functional and the def2-TZVPD basis.

```
9
C3H3FS2 (the ωB97M-V functional and the def2-TZVPD basis)
F -1.358 -0.633 0.698
C -0.287 0.326 0.420
C -0.692 0.488 -0.960
S -0.411 1.860 -1.825
C 1.073 -0.529 0.544
S 2.629 -0.268 0.830
H -0.516 1.201 1.089
H -0.935 -0.715 -1.310
H 0.497 -1.729 0.514
```

total charge: 0
SMILES string: FC(C=S)C=S
E_LUMO: -1.5 eV
highest occupied orbital energy: -9.2058 eV

---

(9)
Below is an isolated molecule of C3H3FS2, with properties calculated with the ωB97M-V functional and the def2-TZVPD basis.

```
9
C3H3FS2 (the ωB97M-V functional and the def2-TZVPD basis)
F -1.168 -0.770 1.308
C -0.071 -0.517 0.498
C 0.163 1.080 0.378
S -0.039 0.965 -1.464
C -0.087 -0.717 -0.998
S -0.132 -1.994 -1.975
H 0.789 -1.159 0.732
H 1.154 1.327 0.627
H -0.610 1.785 0.894
```

total charge: 0
SMILES string: F[C@@H]1CSC1=S
E_LUMO: -0.6 eV
highest occupied orbital energy: -9.0193 eV

---

(10)
Below is an isolated molecule of C3H3FS2, with properties calculated with the ωB97M-V functional and the def2-TZVPD basis.

```
9
C3H3FS2 (the ωB97M-V functional and the def2-TZVPD basis)
F -1.872 -1.988 1.035
C -1.062 -1.596 0.029
C -0.500 -0.403 0.091
S 0.573 0.218 -1.073
C 1.201 1.569 -0.195
S 2.030 2.746 -0.940
H -0.760 -2.402 -0.683
H -0.739 0.322 0.840
H 1.129 1.535 0.896
```

total charge: 0
SMILES string: F/C=C/SC=S
E_LUMO: -0.5 eV
highest occupied orbital energy: -8.8114 eV

---

(11)
Below is C3H3HgLiO3 as an isolated structure, with properties calculated with the ωB97M-V functional and the def2-TZVPD basis.

```
11
C3H3HgLiO3 (the ωB97M-V functional and the def2-TZVPD basis)
H 0.047 -1.180 2.056
C -1.282 0.733 0.135
C -0.104 0.020 0.262
O 1.088 0.773 0.363
C 2.207 0.432 -0.297
O 2.137 -0.543 -1.086
O -2.470 0.160 0.078
H -1.254 1.731 0.624
H -0.032 -1.010 -0.094
Li 3.891 0.078 -1.326
Hg -4.227 -1.194 -0.715
```

total charge: -1
E_LUMO (alpha / beta): 1.3 / 1.3 eV
multiplicity: 2
highest occupied orbital energy (alpha / beta): -2.7753 / -3.1856 eV

---

(12)
Below is an isolated molecule of C3H3I, with properties calculated with the ωB97M-V functional and the def2-TZVPD basis.

```
7
C3H3I (the ωB97M-V functional and the def2-TZVPD basis)
I 0.914 -2.874 0.094
C -0.229 -0.957 -0.067
C 0.512 0.228 -0.550
C 0.159 0.196 0.727
H -1.244 -1.429 -0.320
H 1.184 0.713 -1.259
H 0.343 0.657 1.711
```

total charge: 0
SMILES string: IC1C=C1
E_LUMO: 0.7 eV
highest occupied orbital energy: -9.0740 eV

---

(13)
Below is an isolated molecule of C3H3I, with properties calculated with the ωB97M-V functional and the def2-TZVPD basis.

```
7
C3H3I (the ωB97M-V functional and the def2-TZVPD basis)
I 2.800 1.076 -0.363
C 0.800 0.273 -0.614
C -0.383 0.594 0.264
C 0.172 -0.548 0.560
H 0.722 0.198 -1.731
H -0.853 1.328 0.851
H 0.403 -1.386 1.192
```

total charge: 0
SMILES string: IC1C=C1
E_LUMO: 0.7 eV
highest occupied orbital energy: -9.1324 eV

---

(14)
Below is a 2-piece molecular cluster, C3H3I2N overall, with properties calculated with the ωB97M-V functional and the def2-TZVPD basis.

```
9
C3H3I2N (the ωB97M-V functional and the def2-TZVPD basis)
C -1.780 -1.390 -0.455
C -1.069 -0.552 0.011
C -0.428 0.625 0.424
N 1.497 0.361 -0.605
I 2.449 2.213 -0.404
I 2.633 -1.133 0.131
H -2.417 -2.205 -0.466
H -0.332 0.614 1.562
H -0.554 1.465 -0.197
```

total charge: 0
E_LUMO (alpha / beta): -1.4 / -1.4 eV
highest occupied orbital energy (alpha / beta): -8.2682 / -8.5539 eV

---

(15)
Below is an isolated molecule of C3H3I2N, with properties calculated with the ωB97M-V functional and the def2-TZVPD basis.

```
9
C3H3I2N (the ωB97M-V functional and the def2-TZVPD basis)
N -1.141 -0.144 2.495
C -0.445 -0.207 1.575
C 0.389 0.011 0.382
I 1.913 -1.755 0.182
C -0.138 0.051 -1.070
I -1.551 1.796 -1.222
H 1.207 0.779 0.659
H 0.624 0.118 -1.819
H -0.858 -0.648 -1.183
```

total charge: 0
SMILES string: N#C[C@@H](I)CI
E_LUMO: -1.2 eV
highest occupied orbital energy: -10.0010 eV

---

(16)
Below is C3H3I3O as an isolated structure, with properties calculated with the ωB97M-V functional and the def2-TZVPD basis.

```
10
C3H3I3O (the ωB97M-V functional and the def2-TZVPD basis)
C 0.608 0.350 1.446
C 0.331 0.709 0.184
C -0.590 -0.397 -1.004
O -1.594 -0.957 -0.241
I 1.952 1.434 2.610
I 0.765 2.594 -0.653
I 0.947 -1.699 -1.889
H 0.491 -0.592 2.004
H -0.829 0.334 -1.937
H -2.081 -1.775 -0.519
```

total charge: 0
E_LUMO: 0.0 eV
highest occupied orbital energy: -8.9587 eV

---

(17)
Below is an isolated molecule of C3H3IN2O, with properties calculated with the ωB97M-V functional and the def2-TZVPD basis.

```
10
C3H3IN2O (the ωB97M-V functional and the def2-TZVPD basis)
O -0.378 -1.847 -0.481
C -0.639 -0.185 -0.231
I -2.663 -0.019 0.342
C 0.302 0.109 0.928
C 1.181 0.920 0.314
N 0.859 1.227 -1.012
N -0.219 0.658 -1.306
H -0.885 -1.891 -1.248
H 0.336 -0.181 1.890
H 2.105 1.210 0.804
```

total charge: 0
SMILES string: O[C@@]1(I)C=CN=N1
E_LUMO: -1.4 eV
highest occupied orbital energy: -9.9864 eV

---

(18)
Below is an isolated molecule of C3H3IN2O2, with properties calculated with the ωB97M-V functional and the def2-TZVPD basis.

```
11
C3H3IN2O2 (the ωB97M-V functional and the def2-TZVPD basis)
C -2.270 0.469 -0.825
C -0.251 1.106 0.198
C 1.559 -0.603 0.148
N -0.486 -0.955 -0.965
N 0.220 -0.261 -0.291
O 0.506 1.855 0.732
O -1.503 1.257 -0.095
I -3.450 -0.838 0.337
H 1.751 -1.646 -0.102
H 2.273 0.047 -0.357
H 1.652 -0.430 1.220
```

total charge: 0
E_LUMO: -0.7 eV
highest occupied orbital energy: -8.5110 eV

---

(19)
Below is an isolated molecule of C3H3IO2, with properties calculated with the ωB97M-V functional and the def2-TZVPD basis.

```
9
C3H3IO2 (the ωB97M-V functional and the def2-TZVPD basis)
C 1.790 -0.838 0.798
C 0.968 -0.130 0.269
C -0.132 0.805 -0.231
I 0.646 1.829 -2.144
O -1.186 0.095 -0.753
O -1.536 -1.017 0.075
H 2.382 -1.350 1.427
H -0.410 1.574 0.374
H -2.522 -0.968 0.184
```

total charge: 0
SMILES string: C#C[C@@H](I)OO
E_LUMO: -0.5 eV
highest occupied orbital energy: -9.6483 eV

---

(20)
Below is C3H3IO2 as an isolated structure, with properties calculated with the ωB97M-V functional and the def2-TZVPD basis.

```
9
C3H3IO2 (the ωB97M-V functional and the def2-TZVPD basis)
C 0.404 1.305 -0.360
C -1.309 -0.990 0.108
C 1.337 0.430 -0.280
O -0.620 1.949 -0.324
O -0.714 -1.820 0.783
I 1.977 0.204 1.711
H -0.800 -0.576 -0.772
H -2.337 -0.562 0.273
H 2.062 0.061 -1.140
```

total charge: 0
E_LUMO: -0.7 eV
highest occupied orbital energy: -9.0688 eV

---

Respective ΔE to the lowest compared entry with this formula, charge and spin values: 0.00, 446.56, 46.46, 76.91, 383.06, 318.52, 236.20, 274.63, 49.05, 64.83, 50.61, 52.06, 69.66, 492.42, 36.81, 156.02, 266.36, 408.17, 501.42, 212.29 kJ/mol.